No. 1
Below is C31H45As3N2NiOS3 as an isolated structure, with properties calculated with the ωB97M-V functional and the def2-TZVPD basis.

Each line ends with the Löwdin charge.
Element x y z (Å)
Ni: 0.36 -0.05 0.10  0.003
C: 1.39 1.35 -2.87  -0.046
C: 2.36 1.30 -1.73  -0.613
N: 2.05 0.85 -0.54  -0.021
C: 3.12 0.92 0.33  -0.340
C: 4.25 1.44 -0.21  -0.299
S: 3.97 1.85 -1.85  1.148
C: 2.90 0.41 1.68  -0.341
C: 3.71 0.46 2.77  -0.302
S: 2.96 -0.33 4.08  1.137
C: 1.60 -0.68 3.12  -0.631
N: 1.70 -0.24 1.89  0.034
C: 0.41 -1.43 3.63  -0.052
H: 0.50 0.78 -2.61  0.063
H: 1.83 0.93 -3.77  0.093
H: 1.11 2.38 -3.09  0.092
H: 5.21 1.59 0.25  0.093
H: 4.69 0.91 2.86  0.092
H: 0.69 -2.10 4.45  0.089
H: -0.03 -2.01 2.83  0.069
H: -0.34 -0.73 4.02  0.077
C: -1.00 1.96 2.79  -0.231
As: -0.39 1.93 0.95  1.168
C: 0.96 3.31 1.02  -0.221
C: -1.71 2.82 -0.17  -0.301
C: -3.08 2.17 -0.38  -0.655
C: -3.84 2.03 0.94  -0.051
C: -2.93 0.78 -1.03  -0.307
As: -1.87 -0.62 -0.18  1.151
C: -2.16 -2.03 -1.47  -0.241
C: -2.88 -1.29 1.34  -0.245
C: -3.90 3.00 -1.39  -0.379
As: -4.39 4.94 -1.34  1.155
C: -4.80 5.30 0.55  -0.351
C: -2.64 5.84 -1.41  -0.350
H: -1.53 2.90 2.96  0.052
H: -0.13 1.92 3.43  0.040
H: -1.66 1.13 3.01  0.008
H: 0.51 4.21 1.45  0.053
H: 1.32 3.54 0.01  0.041
H: 1.79 3.00 1.64  0.036
H: -1.21 2.95 -1.13  0.089
H: -1.85 3.82 0.26  0.066
H: -3.39 1.31 1.61  0.041
H: -4.87 1.71 0.75  0.105
H: -3.90 2.98 1.47  0.069
H: -2.48 0.88 -2.02  0.089
H: -3.92 0.34 -1.18  0.098
H: -3.23 -2.08 -1.66  0.053
H: -1.82 -2.99 -1.08  0.022
H: -1.63 -1.80 -2.39  0.045
H: -3.94 -1.24 1.12  0.052
H: -2.67 -0.73 2.25  0.008
H: -2.59 -2.33 1.50  0.039
H: -4.86 2.51 -1.52  0.067
H: -3.41 2.93 -2.37  0.065
H: -5.59 4.64 0.90  0.020
H: -5.18 6.32 0.60  0.023
H: -3.93 5.23 1.20  0.010
H: -2.01 5.39 -2.18  0.015
H: -2.11 5.85 -0.46  0.005
H: -2.82 6.88 -1.70  0.020
O: 0.85 -1.57 -1.01  -0.593
S: 0.91 -2.95 -0.33  1.051
C: 0.99 -4.08 -1.68  -0.391
C: 0.54 -5.38 -1.45  -0.074
C: 0.62 -6.30 -2.48  -0.048
C: 1.13 -5.92 -3.72  -0.043
C: 1.56 -4.62 -3.94  -0.045
C: 1.50 -3.68 -2.91  -0.062
C: 2.54 -3.08 0.35  -0.389
C: 2.68 -3.84 1.51  -0.079
C: 3.95 -4.00 2.05  -0.050
C: 5.04 -3.40 1.45  -0.046
C: 4.88 -2.63 0.30  -0.048
C: 3.63 -2.48 -0.27  -0.066
H: 0.14 -5.66 -0.49  0.116
H: 0.28 -7.32 -2.32  0.119
H: 1.18 -6.64 -4.52  0.119
H: 1.94 -4.33 -4.91  0.118
H: 1.81 -2.66 -3.07  0.109
H: 1.82 -4.31 1.97  0.115
H: 4.08 -4.60 2.94  0.119
H: 6.03 -3.52 1.87  0.119
H: 5.74 -2.17 -0.17  0.118
H: 3.48 -1.89 -1.16  0.114

Summary:
net charge = +2
frontier orbital gap (alpha / beta) = 7.31 / 7.30 eV

---

No. 2
Below is a 8-piece molecular cluster, C31H45B2F7INO24P overall at a distorted geometry, with properties calculated with the ωB97M-V functional and the def2-TZVPD basis.

Each line ends with the Löwdin charge.
Element x y z (Å)
C: -3.19 2.07 -3.22  0.039
C: -2.51 1.01 -2.38  -0.505
O: -2.40 -0.14 -2.76  0.088
O: -2.06 1.46 -1.20  -0.034
C: -0.59 1.68 -1.25  -0.128
B: -0.15 3.00 -0.40  -0.710
C: -1.07 3.33 0.93  -0.253
C: -1.45 2.17 1.85  -0.709
C: -0.43 1.06 2.03  -0.194
I: -1.87 2.95 3.89  0.656
B: -0.22 4.36 -1.43  -0.493
O: 0.36 4.34 -2.74  0.063
N: -0.76 5.71 -1.04  -0.137
C: 0.32 6.71 -0.93  -0.094
C: -1.76 6.14 -2.01  -0.123
P: 1.77 2.83 0.00  0.950
C: 2.62 2.83 -1.63  -0.319
C: 2.34 4.33 0.92  -0.300
H: -3.60 2.85 -2.58  0.085
H: -3.98 1.63 -3.82  0.085
H: -2.45 2.52 -3.88  0.088
H: -0.32 1.80 -2.31  0.077
H: -0.10 0.75 -0.95  0.093
H: -0.63 4.15 1.49  0.061
H: -2.01 3.74 0.55  0.089
H: -2.41 1.76 1.57  0.059
H: -0.71 0.43 2.87  0.025
H: -0.43 0.43 1.14  0.068
H: 0.57 1.45 2.21  0.050
H: -0.15 3.82 -3.37  0.073
H: 1.31 6.25 -1.01  0.071
H: 0.23 7.47 -1.70  0.074
H: 0.26 7.23 0.03  0.077
H: -2.52 5.36 -2.14  0.073
H: -2.26 7.04 -1.66  0.079
H: -1.33 6.36 -3.00  0.075
H: 2.89 3.83 -1.98  0.038
H: 3.53 2.23 -1.63  0.009
H: 1.93 2.43 -2.38  0.017
H: 1.63 5.16 0.91  0.012
H: 3.31 4.66 0.55  0.024
H: 2.47 4.03 1.96  0.016
C: -3.45 -4.51 -0.84  -0.028
C: -4.33 -4.55 -2.07  -0.302
O: -3.79 -5.64 -2.80  0.127
C: -3.20 -6.49 -1.91  -0.550
O: -2.86 -7.60 -2.17  0.186
O: -3.08 -5.90 -0.71  0.025
F: -4.25 -3.43 -2.83  0.073
H: -2.56 -3.91 -1.01  0.148
H: -3.96 -4.17 0.06  0.128
H: -5.38 -4.75 -1.87  0.171
C: -2.05 -1.96 -4.83  -0.053
C: -2.47 -1.19 -6.07  -0.306
O: -2.04 0.13 -5.77  0.127
C: -1.00 0.04 -4.90  -0.577
O: -0.26 0.94 -4.65  0.168
O: -0.90 -1.21 -4.41  0.035
F: -3.82 -1.19 -6.26  0.072
H: -2.82 -1.92 -4.06  0.106
H: -1.79 -2.99 -5.04  0.139
H: -1.99 -1.51 -6.99  0.168
C: 2.65 -0.49 -3.61  -0.045
C: 3.43 -1.73 -3.99  -0.314
O: 4.52 -1.70 -3.10  0.118
C: 4.13 -1.01 -1.98  -0.547
O: 4.72 -1.02 -0.95  0.175
O: 2.98 -0.36 -2.22  0.065
F: 3.88 -1.70 -5.28  0.063
H: 3.01 0.39 -4.15  0.151
H: 1.58 -0.58 -3.74  0.117
H: 2.88 -2.66 -3.84  0.169
C: -3.13 -3.39 3.58  -0.061
C: -2.91 -2.24 2.61  -0.310
O: -2.60 -1.17 3.47  0.113
C: -2.06 -1.69 4.61  -0.542
O: -1.48 -1.06 5.42  0.191
O: -2.27 -3.03 4.66  0.073
F: -4.04 -1.95 1.91  0.065
H: -4.16 -3.41 3.92  0.135
H: -2.86 -4.36 3.17  0.129
H: -2.09 -2.39 1.90  0.175
C: 6.60 2.76 3.10  -0.051
C: 6.51 3.03 1.62  -0.317
O: 6.28 4.43 1.58  0.127
C: 6.83 4.97 2.70  -0.555
O: 7.03 6.12 2.86  0.174
O: 7.13 4.00 3.59  0.073
F: 5.48 2.35 1.06  0.081
H: 5.62 2.58 3.53  0.148
H: 7.27 1.94 3.35  0.122
H: 7.41 2.80 1.05  0.171
C: 5.34 -2.30 4.59  -0.044
C: 5.39 -1.37 3.39  -0.308
O: 6.01 -0.22 3.95  0.110
C: 6.78 -0.61 5.00  -0.557
O: 7.60 0.06 5.51  0.180
O: 6.48 -1.88 5.35  0.071
F: 4.16 -1.05 2.94  0.097
H: 4.43 -2.13 5.17  0.146
H: 5.42 -3.35 4.33  0.138
H: 5.99 -1.73 2.56  0.176
C: -6.70 -7.07 3.05  -0.047
C: -5.87 -5.98 3.70  -0.322
O: -4.57 -6.25 3.20  0.110
C: -4.71 -6.88 1.99  -0.525
O: -3.84 -7.02 1.21  0.200
O: -5.99 -7.29 1.83  0.078
F: -5.85 -6.07 5.05  0.081
H: -6.68 -7.97 3.66  0.145
H: -7.72 -6.77 2.85  0.140
H: -6.16 -4.96 3.42  0.169

Summary:
net charge = -1
frontier orbital gap = 4.60 eV

---

No. 3
Below is C31H45BMnN6S5 as an isolated structure at a distorted geometry, with properties calculated with the ωB97M-V functional and the def2-TZVPD basis.

Each line ends with the Löwdin charge.
Element x y z (Å)
Mn: 0.37 0.14 -0.31  -0.002
C: -2.52 4.40 -0.85  -0.053
C: -2.84 3.26 0.06  -0.236
C: -3.86 3.28 0.94  0.063
C: -4.14 2.17 1.77  -0.193
N: -3.39 1.10 1.78  0.199
N: -2.33 1.08 0.91  0.023
B: -1.34 -0.14 0.98  -0.558
N: -0.80 -0.30 2.42  -0.003
N: -1.68 -0.96 3.23  0.187
C: -1.31 -1.20 4.46  -0.205
C: -0.07 -0.73 4.93  0.067
C: 0.80 -0.07 4.13  -0.241
C: 2.14 0.40 4.62  -0.053
C: 0.42 0.12 2.77  -0.583
S: 1.49 0.88 1.64  0.738
C: -2.31 -1.97 5.35  -0.533
C: -3.56 -1.11 5.53  -0.042
C: -1.69 -2.28 6.71  -0.056
C: -2.72 -3.28 4.67  -0.048
N: -2.00 -1.56 0.54  0.025
N: -3.31 -1.60 0.64  0.200
C: -3.94 -2.70 0.25  -0.160
C: -3.22 -3.77 -0.30  0.093
C: -1.86 -3.75 -0.37  -0.193
C: -1.09 -4.90 -0.95  0.001
C: -1.26 -2.58 0.12  -0.396
S: 0.51 -2.20 0.06  0.652
C: -5.44 -2.70 0.50  -0.532
C: -5.64 -2.87 2.01  -0.031
C: -6.12 -3.86 -0.23  -0.054
C: -6.05 -1.38 0.02  -0.040
C: -2.06 2.06 0.04  -0.567
S: -0.81 1.89 -1.11  0.782
C: -5.38 2.23 2.66  -0.544
C: -5.22 3.42 3.63  -0.032
C: -5.58 0.96 3.46  -0.050
C: -6.61 2.45 1.76  -0.029
H: -3.21 5.22 -0.69  0.088
H: -1.50 4.76 -0.68  0.090
H: -2.57 4.09 -1.90  0.086
H: -4.49 4.16 1.00  0.128
H: 0.22 -0.92 5.96  0.120
H: 2.27 0.15 5.67  0.087
H: 2.94 -0.06 4.03  0.086
H: 2.24 1.48 4.49  0.089
H: -3.33 -0.16 6.03  0.098
H: -3.99 -0.90 4.56  0.044
H: -4.29 -1.64 6.13  0.099
H: -1.44 -1.38 7.27  0.088
H: -2.42 -2.84 7.30  0.093
H: -0.79 -2.90 6.62  0.096
H: -3.21 -3.09 3.71  0.059
H: -1.87 -3.93 4.50  0.055
H: -3.43 -3.80 5.32  0.095
H: -3.75 -4.64 -0.66  0.128
H: -1.78 -5.59 -1.42  0.096
H: -0.36 -4.56 -1.69  0.087
H: -0.55 -5.42 -0.16  0.093
H: -5.34 -3.86 2.34  0.093
H: -5.05 -2.13 2.57  0.059
H: -6.70 -2.73 2.27  0.097
H: -5.78 -4.84 0.12  0.086
H: -7.20 -3.82 -0.04  0.095
H: -5.98 -3.81 -1.32  0.096
H: -5.54 -0.52 0.46  0.054
H: -5.99 -1.28 -1.07  0.095
H: -7.10 -1.34 0.30  0.094
H: -4.34 3.30 4.26  0.096
H: -5.15 4.38 3.11  0.082
H: -6.09 3.47 4.29  0.094
H: -4.75 0.80 4.15  0.056
H: -6.50 1.04 4.04  0.101
H: -5.66 0.08 2.81  0.067
H: -6.57 3.41 1.23  0.083
H: -6.71 1.65 1.02  0.083
H: -7.51 2.46 2.37  0.095
C: 2.21 -5.39 1.74  -0.089
C: 1.38 -4.19 1.37  -0.791
S: 0.20 -3.55 2.43  0.723
C: 1.52 -3.64 0.14  -0.584
C: 2.44 -4.03 -0.98  -0.114
S: 0.76 -1.51 -1.88  0.376
H: 2.23 -5.53 2.82  0.071
H: 3.24 -5.31 1.38  0.086
H: 1.78 -6.29 1.29  0.093
H: 2.50 -5.12 -1.02  0.090
H: 3.44 -3.64 -0.85  0.092
H: 2.08 -3.70 -1.95  0.020

Summary:
spin multiplicity = 5
net charge = +1
relative energy (zero: lowest compared OMol25 entry of this formula, charge and spin) = 2.0227 eV
frontier orbital gap (alpha / beta) = 6.47 / 6.98 eV

---

No. 4
Below is C31H45Cl6PRu as an isolated structure at a distorted geometry, with properties calculated with the ωB97M-V functional and the def2-TZVPD basis.

Each line ends with the Löwdin charge.
Element x y z (Å)
Ru: -1.45 0.80 0.94  0.955
Cl: -3.73 0.22 0.92  0.102
P: 0.39 -0.19 -0.25  1.074
C: -0.17 1.40 2.14  -0.352
H: 0.25 2.42 2.19  0.006
H: 0.27 0.77 2.93  0.005
C: -0.33 -1.61 -1.20  -0.471
C: 1.54 -0.84 1.07  -0.419
C: 0.50 -2.32 -2.27  -0.206
H: -0.49 -2.35 -0.39  0.007
C: -0.24 -3.60 -2.70  -0.189
H: 0.64 -1.67 -3.15  0.101
H: 1.49 -2.59 -1.89  0.096
C: -1.66 -3.32 -3.19  -0.199
H: 0.34 -4.10 -3.49  0.111
H: -0.28 -4.28 -1.84  0.118
C: -2.47 -2.51 -2.17  -0.195
H: -1.62 -2.76 -4.13  0.114
H: -2.17 -4.26 -3.40  0.110
C: -1.73 -1.25 -1.71  -0.261
H: -3.45 -2.22 -2.59  0.116
H: -2.68 -3.13 -1.28  0.087
H: -1.66 -0.53 -2.54  0.107
H: -2.31 -0.76 -0.91  -0.004
C: 1.46 0.77 -1.46  -0.396
C: 2.55 0.23 1.51  -0.227
H: 0.86 -1.05 1.91  0.093
C: 3.33 -0.24 2.74  -0.187
H: 3.25 0.44 0.69  0.100
H: 2.05 1.18 1.73  0.076
C: 4.03 -1.58 2.48  -0.200
H: 4.07 0.52 3.02  0.114
H: 2.64 -0.35 3.59  0.117
C: 3.09 -2.65 1.91  -0.186
H: 4.87 -1.42 1.78  0.113
H: 4.47 -1.95 3.41  0.108
C: 2.25 -2.16 0.72  -0.202
H: 3.67 -3.53 1.59  0.112
H: 2.41 -2.99 2.70  0.118
H: 2.90 -2.01 -0.15  0.099
H: 1.52 -2.93 0.44  0.104
C: 0.69 1.21 -2.71  -0.208
H: 1.74 1.67 -0.88  0.110
C: 1.52 2.19 -3.55  -0.187
H: 0.42 0.33 -3.31  0.106
H: -0.25 1.70 -2.42  0.071
C: 2.88 1.60 -3.94  -0.200
H: 0.95 2.46 -4.45  0.114
H: 1.67 3.11 -2.97  0.117
C: 3.63 1.03 -2.73  -0.187
H: 2.74 0.82 -4.69  0.115
H: 3.49 2.38 -4.41  0.109
C: 2.77 0.08 -1.89  -0.202
H: 4.53 0.49 -3.07  0.114
H: 3.96 1.86 -2.09  0.117
H: 2.53 -0.82 -2.49  0.101
H: 3.35 -0.27 -1.03  0.082
C: -2.13 2.23 -0.91  -0.172
C: -1.12 2.69 -0.04  -0.312
H: -1.90 1.56 -1.74  0.075
C: -1.34 3.95 0.78  -0.204
H: -0.08 2.56 -0.36  0.079
C: -2.82 4.16 1.13  -0.202
H: -0.73 3.96 1.68  0.086
H: -1.01 4.81 0.17  0.125
C: -3.68 4.14 -0.14  -0.186
H: -3.15 3.39 1.83  0.087
H: -2.94 5.13 1.63  0.115
C: -3.49 2.85 -0.97  -0.220
H: -4.74 4.27 0.11  0.113
H: -3.42 5.00 -0.76  0.112
H: -4.24 2.10 -0.65  0.049
H: -3.74 3.09 -2.01  0.122
Cl: -2.21 1.69 4.25  0.689
C: -2.15 -0.02 4.10  -0.717
C: -1.88 -0.64 2.90  -0.323
C: -1.96 -2.02 2.83  -0.697
Cl: -1.80 -2.88 1.34  0.749
C: -2.19 -2.82 3.97  -0.720
Cl: -2.21 -4.52 3.87  0.680
C: -2.39 -2.19 5.22  -0.723
Cl: -2.63 -3.13 6.62  0.681
C: -2.40 -0.78 5.28  -0.709
Cl: -2.68 -0.02 6.78  0.680

Summary:
spin multiplicity = 5
net charge = 0
relative energy (zero: lowest compared OMol25 entry of this formula, charge and spin) = 0.0000 eV
frontier orbital gap (alpha / beta) = 5.98 / 6.03 eV

---

No. 5
Below is C31H45F4N2Sb2SeSiV as an isolated structure at a distorted geometry, with properties calculated with the ωB97M-V functional and the def2-TZVPD basis.

Each line ends with the Löwdin charge.
Element x y z (Å)
V: 0.38 1.51 0.60  0.363
C: 1.40 2.80 3.25  -0.085
N: 1.21 1.45 2.71  -0.321
C: 0.58 0.61 3.72  -0.106
C: 2.53 0.88 2.36  -0.205
C: 3.23 1.70 1.27  -0.225
N: 2.24 2.07 0.27  -0.126
C: 2.60 2.53 -0.93  -0.204
C: 1.59 2.61 -1.93  -0.168
F: 0.34 2.16 -1.59  -0.024
C: 1.79 3.11 -3.19  -0.243
F: 0.75 3.15 -4.04  0.077
C: 3.04 3.56 -3.59  0.032
C: 4.05 3.47 -2.66  -0.233
F: 5.28 3.89 -2.99  0.071
C: 3.86 2.98 -1.38  -0.135
F: 4.92 2.97 -0.54  0.066
H: 2.20 2.79 4.00  0.094
H: 1.65 3.49 2.45  0.088
H: 0.48 3.14 3.71  0.078
H: 1.21 0.52 4.62  0.092
H: -0.38 1.04 4.01  0.077
H: 0.40 -0.39 3.32  -0.005
H: 3.18 0.86 3.25  0.121
H: 2.38 -0.14 2.01  0.085
H: 3.72 2.58 1.71  0.110
H: 4.01 1.07 0.84  0.119
H: 3.21 3.95 -4.58  0.123
C: 0.86 -4.32 3.80  -0.360
Sb: 0.16 -3.07 2.16  1.325
C: 0.67 -4.51 0.67  -0.346
C: -1.93 -3.71 2.40  -0.331
C: -2.57 -3.88 1.07  -0.302
C: -2.55 -5.14 0.48  -0.081
C: -3.08 -5.39 -0.77  -0.097
C: -3.68 -4.34 -1.47  -0.092
C: -3.75 -3.10 -0.88  -0.069
C: -3.20 -2.83 0.38  -0.264
C: -3.40 -1.44 0.93  -0.304
Sb: -2.05 0.18 0.32  1.361
C: -3.70 1.56 0.32  -0.312
C: -2.25 -0.25 -1.76  -0.314
H: 0.65 -5.37 3.59  -0.007
H: 0.36 -4.04 4.73  -0.011
H: 1.93 -4.19 3.92  -0.013
H: 0.43 -5.52 1.01  0.001
H: 1.74 -4.41 0.49  -0.003
H: 0.14 -4.28 -0.25  -0.004
H: -2.40 -2.94 3.01  0.036
H: -1.93 -4.64 2.96  0.056
H: -2.11 -5.96 1.04  0.106
H: -3.04 -6.38 -1.20  0.096
H: -4.10 -4.50 -2.45  0.097
H: -4.25 -2.29 -1.41  0.100
H: -3.47 -1.43 2.02  0.045
H: -4.34 -1.06 0.54  0.046
H: -4.51 1.12 -0.26  -0.001
H: -3.38 2.50 -0.13  0.008
H: -4.04 1.77 1.33  0.004
H: -3.31 -0.28 -2.03  0.004
H: -1.77 -1.21 -1.97  -0.002
H: -1.74 0.52 -2.33  -0.001
C: -2.44 5.49 1.51  -0.130
C: -1.56 5.47 0.44  -0.117
C: -0.74 4.37 0.22  -0.127
C: -0.76 3.22 1.03  -0.278
C: -1.66 3.30 2.11  -0.212
C: -2.47 4.39 2.36  -0.127
H: -3.09 6.35 1.68  0.085
H: -1.51 6.32 -0.24  0.089
H: -0.06 4.42 -0.63  0.081
H: -1.75 2.45 2.79  0.071
H: -3.15 4.38 3.21  0.090
C: 0.53 -0.38 -4.24  -0.219
Si: 1.82 -1.18 -3.12  0.012
C: 1.83 -3.01 -3.59  -0.246
C: 3.48 -0.47 -3.68  -0.231
Se: 1.55 -0.88 -0.94  0.237
H: 0.81 -0.52 -5.29  0.026
H: 0.45 0.69 -4.04  0.004
H: -0.46 -0.83 -4.09  0.008
H: 2.11 -3.14 -4.64  0.017
H: 0.84 -3.45 -3.45  0.015
H: 2.53 -3.57 -2.98  0.015
H: 3.72 -0.74 -4.71  0.021
H: 4.28 -0.84 -3.03  0.020
H: 3.46 0.62 -3.60  0.003

Summary:
spin multiplicity = 4
net charge = -1
relative energy (zero: lowest compared OMol25 entry of this formula, charge and spin) = 0.4140 eV
frontier orbital gap (alpha / beta) = 5.88 / 6.61 eV